Molecular formula: C75H57O9P
Method: DFT, ωB97M-V/def2-TZVPD

Properties
- E_HOMO (eV) = -8.6224
- 2S+1 = 1
- SMILES = Cc1ccc(C(C)C)c(OCPCCc2ccccc2)c1.O=C1c2ccccc2C(=O)c2ccccc21.O=C1c2ccccc2C(=O)c2ccccc21.O=C1c2ccccc2C(=O)c2ccccc21.O=C1c2ccccc2C(=O)c2ccccc21
- E (hartree) = -3910.8039
- gap between HOMO and LUMO (eV) = 7.52

Bonds (Å) are listed after each position.
Cartesian coordinates (Å):
1 C -8.41605 -5.88316 -1.40493  C2 1.507, H22 1.092, H23 1.092, H24 1.091
2 C -7.68175 -5.20471 -0.27796  C1 1.507, C3 1.394, C21 1.393
3 C -8.36345 -4.51859 0.72630  C2 1.394, C4 1.387, H25 1.085
4 C -7.67740 -3.90238 1.76230  C3 1.387, C5 1.395, H26 1.085
5 C -6.28523 -3.94167 1.84218  C4 1.395, C6 1.513, C9 1.395
6 C -5.51924 -3.32250 2.99073  C5 1.513, C7 1.547, C8 1.537, H27 1.090
7 C -5.72525 -1.79179 3.07988  C6 1.547, H28 1.093, H29 1.093, H30 1.089
8 C -5.90498 -4.01977 4.30486  C6 1.537, H31 1.094, H32 1.091, H33 1.092
9 C -5.61447 -4.60064 0.81225  C5 1.395, O10 1.381, C21 1.387
10 O -4.23373 -4.61438 0.83657  C9 1.381, C11 1.416
11 C -3.65404 -3.63811 -0.00982  O10 1.416, P12 1.868, H34 1.100, H35 1.096
12 P -1.81082 -3.90299 -0.15549  C11 1.868, C13 1.856, H36 1.412
13 C -1.52998 -5.73624 -0.22949  P12 1.856, C14 1.535, H37 1.096, H38 1.093
14 C -2.08977 -6.55712 0.94075  C13 1.535, C15 1.510, H39 1.096, H40 1.087
15 C -1.83690 -6.03893 2.33609  C14 1.510, C16 1.393, C20 1.395
16 C -0.71128 -5.29203 2.67636  C15 1.393, C17 1.393, H41 1.085
17 C -0.51721 -4.84303 3.98112  C16 1.393, C18 1.388, H42 1.084
18 C -1.44833 -5.13487 4.96851  C17 1.388, C19 1.391, H43 1.083
19 C -2.57020 -5.89008 4.64352  C18 1.391, C20 1.390, H44 1.083
20 C -2.75811 -6.33686 3.34085  C15 1.395, C19 1.390, H45 1.086
21 C -6.29009 -5.23115 -0.22172  C2 1.393, C9 1.387, H46 1.086
22 H -7.84136 -6.73738 -1.77012  C1 1.092
23 H -8.56428 -5.20470 -2.24753  C1 1.092
24 H -9.38636 -6.25972 -1.07755  C1 1.091
25 H -9.44655 -4.47010 0.69806  C3 1.085
26 H -8.23774 -3.38371 2.53308  C4 1.085
27 H -4.45775 -3.51238 2.83231  C6 1.090
28 H -4.75196 -1.30392 2.98488  C7 1.093
29 H -6.12322 -1.50558 4.05685  C7 1.093
30 H -6.39572 -1.41088 2.31101  C7 1.089
31 H -6.94636 -3.79007 4.54979  C8 1.094
32 H -5.26120 -3.69481 5.12291  C8 1.091
33 H -5.83732 -5.10409 4.19251  C8 1.092
34 H -3.76455 -2.64606 0.45117  C11 1.100
35 H -4.17126 -3.59686 -0.97479  C11 1.096
36 H -1.64019 -3.58001 -1.51973  P12 1.412
37 H -0.43889 -5.83150 -0.25556  C13 1.096
38 H -1.88858 -6.16645 -1.16843  C13 1.093
39 H -1.66132 -7.56354 0.86896  C14 1.096
40 H -3.16228 -6.66562 0.80468  C14 1.087
41 H 0.02011 -5.04616 1.91359  C16 1.085
42 H 0.37029 -4.26102 4.20234  C17 1.084
43 H -1.29674 -4.77172 5.97763  C18 1.083
44 H -3.29958 -6.12704 5.40871  C19 1.083
45 H -3.64646 -6.91445 3.10160  C20 1.086
46 H -5.71772 -5.74812 -0.98574  C21 1.086
47 C -1.73943 -0.29437 1.51985  C48 1.390, C52 1.386, H63 1.083
48 C -0.55964 -0.12118 2.23479  C47 1.390, C49 1.385, H64 1.082
49 C -0.28203 1.09696 2.83152  C48 1.385, C50 1.390, H65 1.081
50 C -1.18084 2.15029 2.71080  C49 1.390, C51 1.396, C61 1.490
51 C -2.36111 1.97967 1.98417  C50 1.396, C52 1.389, C53 1.491
52 C -2.63786 0.75311 1.39434  C47 1.386, C51 1.389, H66 1.082
53 C -3.33357 3.09723 1.81806  C51 1.491, O54 1.212, C55 1.491
54 O -4.36457 2.94557 1.19859  C53 1.212
55 C -2.99238 4.40989 2.43831  C53 1.491, C56 1.389, C60 1.397
56 C -3.86201 5.47953 2.26810  C55 1.389, C57 1.385, H67 1.081
57 C -3.57247 6.70431 2.84567  C56 1.385, C58 1.390, H68 1.082
58 C -2.41456 6.86525 3.59837  C57 1.390, C59 1.385, H69 1.082
59 C -1.54110 5.80399 3.76746  C58 1.385, C60 1.390, H70 1.081
60 C -1.82456 4.57339 3.18712  C55 1.397, C59 1.390, C61 1.490
61 C -0.86765 3.44672 3.37495  C50 1.490, C60 1.490, O62 1.214
62 O 0.13042 3.57928 4.05329  C61 1.214
63 H -1.95221 -1.25158 1.06014  C47 1.083
64 H 0.14150 -0.94036 2.32507  C48 1.082
65 H 0.62935 1.24541 3.39394  C49 1.081
66 H -3.55811 0.62737 0.84011  C52 1.082
67 H -4.76050 5.33828 1.68356  C56 1.081
68 H -4.25014 7.53698 2.71088  C57 1.082
69 H -2.19272 7.82141 4.05422  C58 1.082
70 H -0.63764 5.92372 4.34890  C59 1.081
71 C 5.73120 -4.02792 -5.80822  C72 1.390, C76 1.385, H87 1.082
72 C 5.51325 -3.57741 -7.10551  C71 1.390, C73 1.385, H88 1.083
73 C 4.22383 -3.33218 -7.54894  C72 1.385, C74 1.389, H89 1.082
74 C 3.14586 -3.54050 -6.69799  C73 1.389, C75 1.397, C85 1.491
75 C 3.36411 -4.00923 -5.40052  C74 1.397, C76 1.389, C77 1.490
76 C 4.65972 -4.24748 -4.95887  C71 1.385, C75 1.389, H90 1.081
77 C 2.22524 -4.26976 -4.47504  C75 1.490, O78 1.212, C79 1.492
78 O 2.41056 -4.66852 -3.34522  C77 1.212
79 C 0.84618 -4.02570 -4.98816  C77 1.492, C80 1.389, C84 1.396
80 C -0.23527 -4.29729 -4.16042  C79 1.389, C81 1.383, H91 1.082
81 C -1.52350 -4.06490 -4.60809  C80 1.383, C82 1.391, H92 1.083
82 C -1.74028 -3.55707 -5.88462  C81 1.391, C83 1.384, H93 1.082
83 C -0.66622 -3.28796 -6.71578  C82 1.384, C84 1.390, H94 1.081
84 C 0.62972 -3.52463 -6.27277  C79 1.396, C83 1.390, C85 1.491
85 C 1.77076 -3.24166 -7.18980  C74 1.491, C84 1.491, O86 1.213
86 O 1.58706 -2.77758 -8.29511  C85 1.213
87 H 6.74009 -4.20889 -5.46205  C71 1.082
88 H 6.35365 -3.41292 -7.76869  C72 1.083
89 H 4.04384 -2.97653 -8.55481  C73 1.082
90 H 4.81350 -4.60169 -3.94898  C76 1.081
91 H -0.05551 -4.68869 -3.16824  C80 1.082
92 H -2.36427 -4.27799 -3.96002  C81 1.083
93 H -2.74877 -3.37167 -6.22998  C82 1.082
94 H -0.81760 -2.89448 -7.71137  C83 1.081
95 C 4.38827 1.88164 -7.98345  C96 1.391, C100 1.385, H111 1.082
96 C 4.53765 0.50276 -7.87652  C95 1.391, C97 1.384, H112 1.083
97 C 5.75817 -0.08401 -8.16211  C96 1.384, C98 1.388, H113 1.079
98 C 6.83068 0.69881 -8.56533  C97 1.388, C99 1.396, C109 1.490
99 C 6.67802 2.08095 -8.68397  C98 1.396, C100 1.390, C101 1.491
100 C 5.45465 2.66883 -8.38575  C95 1.385, C99 1.390, H114 1.081
101 C 7.80662 2.94188 -9.13859  C99 1.491, O102 1.212, C103 1.492
102 O 7.68237 4.14391 -9.23277  C101 1.212
103 C 9.09565 2.27111 -9.47838  C101 1.492, C104 1.389, C108 1.397
104 C 10.15218 3.04356 -9.94416  C103 1.389, C105 1.384, H115 1.081
105 C 11.36086 2.44502 -10.25638  C104 1.384, C106 1.391, H116 1.082
106 C 11.52225 1.07259 -10.10031  C105 1.391, C107 1.384, H117 1.082
107 C 10.47247 0.29730 -9.63864  C106 1.384, C108 1.389, H118 1.081
108 C 9.25497 0.89166 -9.33025  C103 1.397, C107 1.389, C109 1.490
109 C 8.13272 0.03505 -8.85313  C98 1.490, C108 1.490, O110 1.214
110 O 8.27311 -1.16178 -8.70584  C109 1.214
111 H 3.43575 2.34152 -7.75564  C95 1.082
112 H 3.70133 -0.11430 -7.57271  C96 1.083
113 H 5.88328 -1.15242 -8.08130  C97 1.079
114 H 5.35156 3.74130 -8.47617  C100 1.081
115 H 10.01358 4.10986 -10.05682  C104 1.081
116 H 12.18150 3.04800 -10.62199  C105 1.082
117 H 12.46937 0.60825 -10.34124  C106 1.082
118 H 10.58221 -0.77106 -9.51430  C107 1.081
119 C 1.11447 11.18516 10.94201  C120 1.391, C124 1.384, H135 1.082
120 C 2.39623 10.64888 11.00395  C119 1.391, C121 1.384, H136 1.082
121 C 2.67683 9.44414 10.38251  C120 1.384, C122 1.389, H137 1.081
122 C 1.67422 8.76563 9.70071  C121 1.389, C123 1.396, C133 1.492
123 C 0.38506 9.29830 9.64824  C122 1.396, C124 1.389, C125 1.491
124 C 0.11110 10.51222 10.26635  C119 1.384, C123 1.389, H138 1.081
125 C -0.71751 8.58006 8.94652  C123 1.491, O126 1.213, C127 1.490
126 O -1.83399 9.05043 8.88855  C125 1.213
127 C -0.39983 7.26531 8.32152  C125 1.490, C128 1.390, C132 1.396
128 C -1.41734 6.55304 7.69848  C127 1.390, C129 1.384, H139 1.082
129 C -1.14260 5.33622 7.09820  C128 1.384, C130 1.391, H140 1.082
130 C 0.15105 4.82431 7.11088  C129 1.391, C131 1.385, H141 1.081
131 C 1.16710 5.52810 7.73527  C130 1.385, C132 1.390, H142 1.081
132 C 0.89656 6.74697 8.34598  C127 1.396, C131 1.390, C133 1.491
133 C 2.00437 7.47649 9.02623  C122 1.492, C132 1.491, O134 1.212
134 O 3.13470 7.03847 9.03408  C133 1.212
135 H 0.89923 12.12960 11.42418  C119 1.082
136 H 3.17717 11.17389 11.53804  C120 1.082
137 H 3.66961 9.01740 10.41730  C121 1.081
138 H -0.89080 10.91494 10.21197  C124 1.081
139 H -2.41763 6.96421 7.68983  C128 1.082
140 H -1.93808 4.78691 6.61145  C129 1.082
141 H 0.36522 3.88343 6.62317  C130 1.081
142 H 2.17761 5.14414 7.75383  C131 1.081